[1]
A molecular structure, C2H3Br3Si, computed with ωB97M-V with the def2-TZVPD basis set.

Last column: natural (NBO) charge in e.
Geometry (Å):
Br (1.683, -2.497, 0.141)  -0.0801
Br (3.090, 0.374, -0.035)  0.1771
Br (0.613, 2.500, -0.293)  0.1141
Si (-1.525, -0.024, -0.088)  0.8750
C (1.321, -0.129, 0.188)  -0.0526
C (0.213, 0.683, 0.141)  -0.6447
H (-2.048, -0.429, 1.260)  -0.1380
H (-1.018, -1.349, -0.437)  -0.1273
H (-2.329, 0.870, -0.877)  -0.1235

Values from the calculation:
Spin multiplicity: 1
Frontier orbital gap in eV: 7.8
LUMO level in hartree: -0.0669
E_HOMO in hartree: -0.35487
Energy in a.u.: -8089.41929

[2]
A single C4H6N2O molecule, computed with ωB97M-V with the def2-TZVPD basis set.

Last column: natural (NBO) charge in e.
Geometry (Å):
O (1.697, 0.576, -1.300)  -0.6605
N (0.151, 1.746, 0.071)  -0.5879
N (0.346, -1.826, -0.287)  -0.8505
C (-1.085, 0.130, 0.893)  -0.5515
C (-0.822, 1.599, 0.996)  0.0699
C (0.670, 0.553, -0.440)  0.4389
C (-0.013, -0.490, 0.058)  -0.0383
H (-1.937, 0.539, 0.269)  0.2782
H (0.598, -2.381, 0.525)  0.3703
H (-1.565, -0.413, 1.706)  0.2431
H (0.476, 2.649, -0.240)  0.4131
H (1.881, -0.364, -1.478)  0.5060
H (-0.397, -2.317, -0.773)  0.3692

Values from the calculation:
Spin multiplicity: 1
Frontier orbital gap in eV: 9.0
LUMO level in hartree: 0.0260
E_HOMO in hartree: -0.30533
Energy in a.u.: -340.67842

[3]
2 unconnected molecules or ions with the total composition C9H14, computed with ωB97M-V with the def2-TZVPD basis set.

Last column: natural (NBO) charge in e.
Geometry (Å):
C (-2.860, 1.895, 2.151)  -0.6143
C (-0.379, -2.985, -0.992)  -0.6324
C (1.574, -1.457, -1.469)  -0.2238
C (-0.075, -0.692, 0.051)  -0.2266
C (2.230, -0.250, -1.352)  -0.2045
C (1.783, 0.754, -0.498)  -0.2265
C (0.326, -1.663, -0.858)  0.0053
C (-1.880, 3.000, 1.761)  -0.6156
C (0.722, 0.412, 0.329)  -0.1982
H (-2.729, 1.495, 3.155)  0.2051
H (-2.388, 3.774, 1.189)  0.2062
H (2.218, 1.745, -0.480)  0.2185
H (-1.403, 3.504, 2.599)  0.2059
H (-2.730, 1.042, 1.480)  0.2017
H (0.126, -3.625, -1.714)  0.2147
H (3.134, -0.116, -1.932)  0.2107
H (-0.314, -3.513, -0.042)  0.2199
H (-0.962, -0.857, 0.651)  0.2055
H (-1.118, 2.588, 1.101)  0.2056
H (1.972, -2.251, -2.090)  0.2061
H (0.368, 1.011, 1.162)  0.2100
H (-3.898, 2.211, 2.074)  0.2060
H (-1.426, -2.824, -1.246)  0.2208

Values from the calculation:
Spin multiplicity: 1
Frontier orbital gap in eV: 10.0
LUMO level in hartree: 0.0377
E_HOMO in hartree: -0.32995
Energy in a.u.: -351.31297

[4]
A single C4H3N3 molecule, computed with ωB97M-V with the def2-TZVPD basis set.

Last column: natural (NBO) charge in e.
Geometry (Å):
N (0.165, 0.767, -0.149)  -0.4773
N (3.253, -0.130, 0.191)  -0.2810
N (-0.189, -1.409, 0.142)  -0.3857
C (0.719, -0.468, 0.015)  0.1960
C (2.145, -0.456, 0.115)  0.2442
C (-1.383, -0.742, 0.063)  -0.0910
C (-1.183, 0.605, -0.109)  -0.0840
H (-2.334, -1.250, 0.142)  0.2182
H (-1.850, 1.448, -0.186)  0.2273
H (0.686, 1.627, -0.226)  0.4333

Values from the calculation:
Spin multiplicity: 1
Frontier orbital gap in eV: 10.2
LUMO level in hartree: 0.0238
E_HOMO in hartree: -0.34986
Energy in a.u.: -318.48035

[5]
A molecular structure, C22H67N3O10, computed with ωB97M-V with the def2-TZVPD basis set.

Last column: Mulliken charge in e.
Geometry (Å):
O (-0.945, -0.457, 2.033)  -0.8211
O (-1.204, 2.063, -0.969)  -0.9781
O (-1.540, 0.455, 0.545)  1.1453
O (4.415, 1.883, -0.041)  -0.2913
O (-4.392, -2.223, 1.271)  -0.9134
O (3.132, -2.534, -1.343)  -0.4368
O (-0.816, 3.314, 2.673)  -0.5306
O (-2.807, -3.037, 1.709)  -0.4698
O (0.136, 2.329, -2.828)  -0.5533
O (0.706, -2.675, -5.166)  -0.3054
N (2.686, 0.951, 3.038)  -1.0222
N (-3.070, 4.186, 1.180)  -0.6891
N (1.513, -3.978, -1.767)  -0.9846
C (0.542, 3.272, 2.346)  -0.3145
C (-1.421, -2.794, 1.424)  -0.7879
C (-2.580, 1.749, -1.201)  -1.1157
C (0.101, 0.948, -2.999)  -1.0772
C (1.328, -2.557, -6.430)  -0.7782
C (-4.292, 2.160, 1.590)  -1.2234
C (3.921, 2.051, 1.259)  -1.8222
C (2.783, 1.120, 1.621)  1.9617
C (-3.771, -1.440, 0.285)  0.4411
C (-1.788, -0.950, 4.306)  -2.5717
C (0.106, -2.189, -2.248)  -0.9888
C (0.411, -0.267, -0.694)  -1.5254
C (-1.145, -0.417, -0.496)  -1.9092
C (-1.605, 2.372, 2.059)  0.8419
C (2.133, -1.134, 0.346)  -1.4667
C (1.462, 1.588, 1.041)  -0.6303
C (-3.008, 2.994, 1.974)  -0.2846
C (1.496, -3.200, -4.168)  -0.9570
C (3.353, -1.913, -0.083)  -1.1795
C (0.724, -3.416, -2.820)  0.2743
C (-2.055, -0.532, 2.857)  0.0870
C (5.599, 2.585, -0.222)  -0.9676
H (-2.770, 4.091, 0.220)  0.1627
H (2.203, -4.621, -2.128)  0.3743
H (3.620, 3.076, 1.471)  0.3922
H (-0.959, 0.692, -2.984)  0.0315
H (-3.328, -2.068, -0.487)  0.3657
H (6.432, 2.043, 0.224)  0.3794
H (0.694, -1.890, -7.014)  0.2407
H (0.766, 3.550, 1.317)  0.0817
H (1.028, 2.650, -2.979)  0.3239
H (0.926, 2.318, 2.709)  -0.0447
H (3.641, -3.344, -1.410)  0.4720
H (0.980, -0.457, 0.216)  1.2275
H (-1.720, 1.271, 0.072)  0.6823
H (5.797, 2.648, -1.292)  0.2341
H (-2.659, 1.342, -2.209)  0.5728
H (-1.075, -0.158, 1.130)  -1.6755
H (-3.248, 3.412, 2.952)  0.5709
H (2.044, -0.229, -0.256)  0.9010
H (2.130, -3.238, -1.462)  0.2377
H (1.924, 0.303, 3.172)  0.3175
H (1.295, 2.656, 1.186)  0.9481
H (-2.476, 0.473, 2.891)  0.0450
H (4.298, -1.369, -0.097)  0.3145
H (-0.719, -1.904, -2.901)  0.5120
H (-0.028, -4.196, -2.940)  0.5932
H (-3.694, -2.767, 1.644)  0.6289
H (-1.280, -1.909, 4.200)  0.4120
H (4.728, 1.908, 1.978)  0.5185
H (-3.966, 4.652, 1.166)  0.2751
H (1.370, 1.140, 0.052)  -1.8588
H (-2.874, -1.101, 2.418)  0.7960
H (3.068, 0.180, 1.149)  0.1581
H (2.327, -2.164, -6.240)  0.3399
H (-1.487, 1.461, 2.646)  0.2229
H (-0.958, 2.790, -1.546)  0.7777
H (-2.682, -1.130, 4.904)  0.3519
H (-4.545, -0.775, -0.098)  0.3813
H (2.308, -2.526, -3.891)  0.3598
H (-0.947, -2.792, 2.405)  0.3787
H (-3.089, 1.274, -0.362)  -0.4355
H (-1.374, 2.107, 1.028)  -0.6990
H (0.767, -1.323, -2.220)  0.7687
H (0.906, 4.134, 2.905)  0.2958
H (1.386, -3.435, -7.074)  0.2820
H (-3.013, 2.731, -1.392)  0.6652
H (3.492, -2.586, 0.763)  0.3937
H (-1.799, -0.307, -1.360)  1.1143
H (5.782, 3.561, 0.226)  0.3606
H (-1.244, -1.755, 1.143)  0.5725
H (-5.212, 2.684, 1.847)  0.5267
H (-2.943, -0.978, 0.824)  -0.5128
H (-1.210, -0.165, 4.794)  0.4150
H (-4.223, 1.297, 2.252)  0.2203
H (-0.227, -2.372, -1.226)  -0.0390
H (0.651, 0.404, -2.231)  0.7959
H (0.792, -0.897, -1.498)  -0.5592
H (-2.854, -3.255, 2.643)  0.3941
H (2.150, -4.057, -4.333)  0.4339
H (2.255, 1.794, 3.392)  0.5808
H (-1.394, -1.399, -0.093)  0.1612
H (0.624, 1.059, 1.494)  0.5657
H (2.384, -0.798, 1.352)  0.5387
H (1.278, -1.767, 0.580)  0.3450
H (-4.189, 1.861, 0.546)  0.4305
H (-1.086, -3.531, 0.694)  0.3715
H (0.332, 0.670, -4.027)  0.6147
H (0.789, 0.725, -0.938)  2.2403

Values from the calculation:
Spin multiplicity: 1
Frontier orbital gap in eV: 8.2
LUMO level in hartree: 0.0084
E_HOMO in hartree: -0.29180
Energy in a.u.: -1793.65775

[6]
A molecular structure, C19H16BrN4O6S4Sn, computed with ωB97M-V with the def2-TZVPD basis set.

Last column: natural (NBO) charge in e.
Geometry (Å):
Sn (-0.548, -2.187, 0.537)  1.4530
Br (2.392, 0.180, -7.355)  0.0266
S (-2.930, -1.458, -2.718)  -0.3023
S (-4.322, -1.099, -1.438)  0.1699
S (-3.921, -4.247, -1.349)  -0.2357
S (-4.806, -2.814, -0.488)  0.3501
O (0.389, -1.461, -1.442)  -0.8277
O (-2.976, -2.409, 1.396)  -0.7956
O (1.255, -1.420, 1.533)  -0.8327
O (1.084, 0.569, -2.067)  -0.7284
O (-4.375, -2.593, 3.147)  -0.6915
O (2.365, -0.714, 3.342)  -0.6578
N (0.567, -2.876, -5.307)  -0.4115
N (-0.932, -1.870, 2.944)  -0.4840
N (-1.137, 0.060, 0.684)  -0.5626
N (0.434, 1.927, 0.955)  -0.4750
C (1.372, -1.148, 2.784)  0.7566
C (1.129, -2.111, -6.234)  0.0025
C (0.935, -1.127, -3.707)  -0.1664
C (0.477, -2.388, -4.072)  0.0575
C (-1.210, -1.165, 5.575)  -0.1739
C (1.874, 1.666, 0.750)  -0.2147
C (0.010, 3.309, 1.165)  -0.1971
C (1.508, -0.327, -4.682)  -0.1659
C (0.104, -1.367, 3.605)  0.0911
C (1.607, -0.840, -5.959)  -0.1371
C (-2.118, -1.985, 3.528)  0.1239
C (1.520, 3.580, -0.835)  -0.4161
C (-0.423, 0.967, 0.783)  0.6323
C (0.011, -1.003, 4.939)  -0.2201
C (2.508, 2.908, 0.114)  -0.4124
C (-2.295, -1.655, 4.863)  -0.2172
C (0.808, -0.613, -2.281)  0.8040
C (0.346, 4.179, -0.053)  -0.4092
C (-3.284, -2.390, 2.622)  0.7470
H (1.855, 0.663, -4.420)  0.2483
H (3.408, 2.596, -0.414)  0.2265
H (1.950, 0.815, 0.076)  0.2658
H (0.014, -3.017, -3.323)  0.2221
H (0.534, 3.670, 2.054)  0.1927
H (-1.323, -0.886, 6.616)  0.2093
H (0.596, 5.182, 0.306)  0.1960
H (-0.525, 4.278, -0.702)  0.2103
H (1.157, 2.823, -1.528)  0.2525
H (2.821, 3.616, 0.889)  0.1846
H (2.008, 4.354, -1.430)  0.2039
H (2.330, 1.412, 1.709)  0.2151
H (0.886, -0.602, 5.430)  0.2398
H (-1.055, 3.310, 1.396)  0.2174
H (-3.278, -1.772, 5.295)  0.2432
H (1.202, -2.518, -7.236)  0.1930

Values from the calculation:
Spin multiplicity: 1
Frontier orbital gap in eV: 6.2
LUMO level in hartree: 0.0278
E_HOMO in hartree: -0.19918
Net charge: -1
Energy in a.u.: -5785.35858

[7]
4 unconnected molecules or ions with the total composition C4H18NO3, computed with ωB97M-V with the def2-TZVPD basis set.

Last column: natural (NBO) charge in e.
Geometry (Å):
O (2.744, -0.489, 2.287)  -0.9926
O (-2.903, -1.598, 2.325)  -0.9453
O (0.935, 3.314, -0.935)  -0.9687
N (-0.558, 0.658, 0.475)  -0.7381
C (0.024, -0.290, -1.974)  -0.4053
C (-0.218, -0.670, -0.409)  -0.0115
C (1.309, 0.372, -2.487)  -0.6157
C (-1.380, -1.596, -0.142)  -0.6904
H (1.665, 0.874, -1.603)  0.1985
H (2.065, -0.353, -2.893)  0.2375
H (-2.317, -1.015, -0.412)  0.2250
H (-0.182, -1.208, -2.508)  0.2327
H (1.121, 4.218, -0.562)  0.4926
H (-1.333, -2.536, -0.858)  0.2633
H (-1.190, -2.030, 0.988)  0.2717
H (0.255, 1.210, 0.841)  0.4619
H (1.005, 1.074, -3.220)  0.2333
H (1.698, 3.077, -1.418)  0.4788
H (2.039, -0.915, 2.691)  0.4746
H (-0.892, 0.283, -2.159)  0.1967
H (-1.245, 1.333, -0.074)  0.4526
H (-1.061, 0.422, 1.321)  0.4380
H (0.783, -1.100, 0.036)  0.2399
H (-3.520, -1.738, 3.026)  0.4814
H (3.766, -0.842, 2.474)  0.5198
H (-3.368, -2.072, 1.664)  0.4693

Values from the calculation:
Spin multiplicity: 1
Frontier orbital gap in eV: 11.6
LUMO level in hartree: -0.1079
E_HOMO in hartree: -0.53378
Net charge: +1
Energy in a.u.: -443.37091

[8]
A single C2HClO molecule, computed with ωB97M-V with the def2-TZVPD basis set.

Last column: natural (NBO) charge in e.
Geometry (Å):
Cl (-3.069, 0.951, 0.611)  0.1176
O (-0.771, -1.961, -0.873)  -0.4315
C (-1.733, -1.481, -0.483)  0.6388
C (-1.991, -0.239, 0.549)  -0.5373
H (-1.090, 0.276, -0.191)  0.2124

Values from the calculation:
Spin multiplicity: 1
Frontier orbital gap (spin up / spin down) in eV: 7.9 / 7.9
LUMO level (spin up / spin down) in hartree: -0.0336 / -0.0337
E_HOMO (spin up / spin down) in hartree: -0.32460 / -0.32457
Energy in a.u.: -612.08393

no.,strongest force on any atom (eV Å⁻¹)
1,3.136
2,0.728
3,1.255
4,1.031
5,19.889
6,0.442
7,6.051
8,7.088